DFT (ωB97M-V/def2-TZVPD) results for a structure of composition C42H63ClHfN6O2PS2Si at a distorted geometry.

The geometry in XYZ format:
```
119
Properties=species:S:1:pos:R:3
Hf 0.6450 0.0080 0.0776
C -0.7131 0.6765 3.1725
C -0.4984 -0.8176 3.0130
N -0.7787 -1.2708 1.6405
C -2.1806 -1.5816 1.3497
C -3.0514 -0.3537 1.1261
S -2.2565 0.9267 0.0881
C -2.2530 2.3684 1.1941
C -0.8756 2.6640 1.7834
N -0.1011 1.4393 2.0557
H -0.3045 1.0006 4.1318
H -1.7763 0.9030 3.1973
H -1.1081 -1.3618 3.7423
H 0.5500 -1.0394 3.2125
H -0.2368 -2.1197 1.4886
H -2.6161 -2.1756 2.1608
H -2.1910 -2.2045 0.4561
H -3.3512 0.1028 2.0672
H -3.9691 -0.6649 0.6281
H -3.0108 2.2030 1.9583
H -2.5746 3.2235 0.6003
H -0.9982 3.2533 2.6989
H -0.3129 3.2718 1.0812
H 0.8254 1.7277 2.3631
N 2.4730 -1.0393 -2.6604
C 1.9352 -0.5776 -1.7455
Cl 2.7758 0.2385 2.7419
C 2.6317 0.7001 0.9723
H 3.4554 0.1827 0.4851
H 2.8777 1.7597 0.9670
C 2.2597 1.9218 -5.7959
C 0.9451 2.3053 -5.5802
C 0.4786 2.4966 -4.2843
C 1.2995 2.2952 -3.1740
C 2.6232 1.9188 -3.4205
C 3.1020 1.7385 -4.7072
Si 0.7378 2.5283 -1.3652
C 1.9824 3.8348 -0.6944
C 2.2277 4.0764 0.6583
C 3.0509 5.1076 1.0893
C 3.6639 5.9373 0.1634
C 3.4387 5.7246 -1.1896
C 2.6105 4.6922 -1.6062
C -0.8568 3.6069 -1.5041
C -2.0080 3.1597 -2.1606
C -3.1648 3.9230 -2.2367
C -3.2072 5.1760 -1.6440
C -2.0757 5.6582 -0.9994
C -0.9226 4.8874 -0.9404
H 2.6297 1.7806 -6.8034
H 0.2836 2.4788 -6.4209
H -0.5395 2.8414 -4.1522
H 3.2974 1.7599 -2.5862
H 4.1333 1.4469 -4.8615
H 1.7716 3.4481 1.4197
H 3.2148 5.2590 2.1492
H 4.3105 6.7402 0.4927
H 3.9067 6.3658 -1.9259
H 2.4440 4.5555 -2.6671
H -2.0082 2.1832 -2.6287
H -4.0340 3.5388 -2.7569
H -4.1065 5.7760 -1.6951
H -2.0865 6.6436 -0.5503
H -0.0502 5.2980 -0.4456
O 1.5375 -2.0240 0.5995
P 2.7695 -2.9239 0.6681
N 2.9730 -3.3772 2.2198
C 1.9326 -3.4109 3.2439
C 2.0496 -4.8123 3.8412
C 3.5421 -5.1622 3.7151
C 4.1014 -4.2336 2.6173
N 4.1756 -2.2782 0.1545
C 5.1401 -1.6130 1.0426
C 5.9630 -0.7943 0.0598
C 6.1028 -1.7343 -1.1447
C 4.8707 -2.6545 -1.0948
N 2.5200 -4.2966 -0.2471
C 2.1528 -4.1616 -1.6726
C 0.8368 -4.9203 -1.7925
C 1.0345 -6.0678 -0.8035
C 1.7233 -5.3790 0.3714
H 0.9517 -3.2306 2.8021
H 2.1168 -2.6358 3.9923
H 1.4432 -5.5131 3.2650
H 1.7000 -4.8435 4.8717
H 3.6858 -6.2109 3.4614
H 4.0648 -4.9845 4.6536
H 4.4787 -4.7830 1.7528
H 4.9156 -3.6251 3.0141
H 5.7770 -2.3529 1.5395
H 4.6367 -1.0198 1.8073
H 6.9217 -0.4909 0.4777
H 5.4141 0.1058 -0.2242
H 7.0170 -2.3235 -1.0717
H 6.1375 -1.1819 -2.0816
H 5.1549 -3.7107 -1.0631
H 4.2302 -2.4733 -1.9496
H 2.9229 -4.6221 -2.2968
H 2.0684 -3.1119 -1.9555
H 0.6311 -5.2504 -2.8102
H 0.0091 -4.2852 -1.4581
H 1.6888 -6.8273 -1.2342
H 0.1067 -6.5523 -0.5042
H 2.3673 -6.0568 0.9348
H 0.9694 -4.9776 1.0616
O -0.6572 -1.0922 -1.3391
S -1.5105 -1.9207 -2.2851
C -2.4159 -0.6603 -3.2522
C -2.0494 -0.8603 -4.7159
C -0.5697 -1.2303 -4.7205
C -0.4241 -2.3378 -3.6877
H -1.9937 0.2702 -2.8702
H -3.4784 -0.7002 -3.0215
H -2.2577 0.0489 -5.2800
H -2.6435 -1.6656 -5.1549
H 0.0536 -0.3771 -4.4398
H -0.2391 -1.5777 -5.6989
H 0.5809 -2.4163 -3.2755
H -0.7602 -3.3088 -4.0573
```

* max |F|: 1.15 eV Å⁻¹
* LUMO: -1.982 eV
* HOMO level: -9.614 eV
* gap between HOMO and LUMO: 0.280 hartree
* total energy: -4052.65798 Ha
* net charge: +1

Mulliken atomic charge list, values in e, 99 entries:
1 Hf 1.232
2 C -1.333
3 C -0.250
4 N 0.805
5 C -0.857
6 C -1.213
7 S 0.401
8 C -1.159
9 C 0.219
10 N -0.196
11 H 0.395
12 H 0.504
13 H 0.666
14 H -0.244
15 H -0.490
16 H 0.626
17 H 0.261
18 H 0.413
19 H 0.712
20 H 0.650
21 H 0.454
22 H 0.662
23 H -0.775
24 H 0.159
25 N -0.936
26 C 0.259
27 Cl -0.220
28 C -0.058
29 H -0.991
30 H 0.754
31 C -0.788
32 C -0.598
33 C -0.907
34 C 0.827
35 C -0.327
36 C -0.610
37 Si 1.324
38 C 0.776
39 C 0.134
40 C -1.013
41 C -0.737
42 C -0.936
43 C -0.658
44 C 0.921
45 C 0.805
46 C -0.924
47 C -0.888
48 C -0.921
49 C -0.346
50 H 0.386
51 H 0.448
52 H 0.360
53 H 0.447
54 H 0.426
55 H 0.163
56 H 0.445
57 H 0.386
58 H 0.454
59 H 0.443
60 H -0.450
61 H 0.455
62 H 0.393
63 H 0.442
64 H 0.347
65 O 0.523
66 P -1.839
67 N 0.566
68 C -0.167
69 C -0.718
70 C -0.853
71 C -0.686
72 N 1.061
73 C -0.951
74 C -0.491
75 C -0.758
76 C -0.352
77 N 0.096
78 C 0.829
79 C -0.171
80 C -0.915
81 C -0.148
82 H -0.209
83 H 0.487
84 H 0.205
85 H 0.508
86 H 0.361
87 H 0.330
88 H 0.455
89 H 0.332
90 H 0.461
91 H 0.417
92 H 0.510
93 H 0.037
94 H 0.302
95 H 0.393
96 H 0.358
97 H 0.071
98 H 0.404
99 H -0.980